Formula: C12H48NO12
Source: OMol25
Level of theory: wB97M-V/def2-TZVPD

Element x y z (Å)
C 0.333 1.609 -0.616
C -0.013 2.706 0.400
O -0.243 3.994 -0.047
H 0.396 0.649 -0.104
H 1.257 1.772 -1.170
H -0.537 1.473 -1.258
H 0.797 2.639 1.127
H -0.877 2.365 0.971
C 1.678 0.395 3.176
C 2.887 -0.523 3.131
O 3.495 -0.440 1.829
H 1.094 0.284 4.089
H 0.978 0.110 2.391
H 1.959 1.427 2.964
H 2.316 -1.451 3.129
H 3.625 -0.372 3.919
H 3.405 -1.289 1.391
C 1.367 -1.807 -4.238
C 0.138 -1.120 -3.714
O -0.892 -1.230 -4.687
H 1.733 -1.255 -5.103
H 1.178 -2.825 -4.578
H 2.187 -1.776 -3.521
H 0.245 -0.057 -3.494
H -0.328 -1.696 -2.916
H -0.548 -0.769 -5.456
C 1.043 -2.989 0.855
C 1.980 -2.358 -0.187
O 3.298 -2.697 0.139
H 1.148 -2.537 1.841
H 1.268 -4.052 0.932
H -0.019 -2.910 0.624
H 1.891 -1.275 -0.269
H 1.734 -2.662 -1.205
H 3.899 -2.515 -0.587
C -3.296 -4.041 2.362
C -4.377 -3.459 1.496
C -3.726 -2.574 0.473
O -2.843 -1.575 1.096
C -2.432 -0.603 0.245
N -5.078 -4.497 0.717
H -2.478 -4.534 1.836
H -3.704 -4.849 2.969
H -2.824 -3.336 3.047
H -5.063 -2.862 2.096
H -4.595 -2.091 0.026
H -3.176 -3.048 -0.340
H -1.836 0.194 0.688
H -3.297 -0.084 -0.168
H -1.787 -1.034 -0.520
H -5.655 -3.973 0.075
H -5.646 -5.133 1.259
O 3.677 1.735 0.262
H 3.589 0.929 0.770
H 4.371 2.223 0.706
O 2.177 5.149 1.971
H 2.327 4.204 2.007
H 1.700 5.346 2.777
O -2.878 4.571 -1.224
H -2.095 4.480 -0.680
H -3.578 4.177 -0.703
O -0.935 3.576 -3.247
H -0.646 3.069 -2.488
H -1.598 4.172 -2.898
O -2.400 4.698 2.306
H -1.768 4.217 1.772
H -3.254 4.376 2.015
O 3.732 0.244 -2.035
H 3.367 0.809 -1.354
H 3.376 0.591 -2.852
O 2.813 3.741 -1.348
H 2.995 3.308 -2.182
H 2.968 3.066 -0.687

Values from the calculation:
M	398.5	g mol⁻¹
spin multiplicity	1
total charge	-1
frontier orbital gap	5.76	eV



Formula: C12H48O12
Source: OMol25
Level of theory: wB97M-V/def2-TZVPD

Element x y z (Å)
C 2.103 -2.405 -2.562
O 2.541 -3.281 -1.557
H 1.682 -2.984 -3.340
H 1.406 -1.600 -2.169
H 3.000 -1.871 -3.024
H 2.795 -2.749 -0.807
C 4.762 1.134 1.916
O 3.398 0.896 1.584
H 5.392 0.241 1.536
H 5.162 2.066 1.412
H 4.871 1.269 2.983
H 2.794 0.549 2.288
C 3.683 -2.725 1.547
O 3.420 -1.812 0.506
H 2.859 -2.699 2.313
H 3.659 -3.734 1.192
H 4.636 -2.476 2.013
H 3.291 -0.959 0.927
C -2.256 -2.738 -2.470
O -2.510 -1.769 -1.410
H -2.597 -2.403 -3.455
H -1.182 -2.857 -2.432
H -2.630 -3.670 -2.167
H -3.430 -1.379 -1.423
C 0.256 0.357 -0.281
O -0.444 1.036 0.822
H -0.352 -0.407 -0.790
H 0.585 1.184 -0.894
H 1.139 -0.184 0.061
H -1.079 0.401 1.148
C 0.716 -0.276 3.963
O 1.270 0.493 2.907
H 1.449 -0.892 4.464
H 0.296 0.476 4.706
H -0.108 -0.873 3.555
H 0.658 0.850 2.272
C -4.339 0.779 2.634
O -3.827 0.062 1.557
H -3.522 1.083 3.294
H -4.822 1.685 2.300
H -5.162 0.286 3.149
H -4.376 -0.029 0.796
C 2.824 2.266 -3.935
O 1.434 2.411 -3.569
H 3.231 1.237 -3.915
H 2.927 2.691 -5.002
H 3.456 2.942 -3.303
H 1.471 3.013 -2.769
C -5.710 -0.080 -1.962
O -4.753 0.218 -0.891
H -5.437 -1.024 -2.474
H -6.608 -0.214 -1.404
H -5.906 0.749 -2.645
H -4.252 1.023 -1.006
C 2.179 3.892 0.654
O 2.212 2.823 -0.356
H 3.168 4.133 1.061
H 1.770 4.792 0.176
H 1.557 3.610 1.525
H 2.772 2.107 0.039
C -1.842 1.773 -2.391
O -2.502 2.250 -1.197
H -2.112 0.775 -2.700
H -2.092 2.525 -3.195
H -0.746 1.824 -2.308
H -1.767 2.433 -0.563
C -1.854 -2.810 2.473
O -0.942 -2.327 1.483
H -1.886 -3.874 2.509
H -1.428 -2.503 3.402
H -2.868 -2.489 2.504
H -1.482 -2.245 0.691

Values from the calculation:
M	384.5	g mol⁻¹
energy relative to the best compared isomer or geometry (same formula, charge and spin)	518.1	kJ/mol
spin multiplicity	1
frontier orbital gap	9.91	eV
SMILES string	CO.CO.CO.CO.CO.CO.CO.CO.CO.CO.CO.CO



Formula: C12H4CrO8
Source: OMol25
Level of theory: wB97M-V/def2-TZVPD

Element x y z (Å)
Cr -14.469 0.177 -11.332
C -14.057 -3.616 -11.449
C -14.834 -4.579 -10.717
C -15.121 -4.241 -9.225
O -15.624 -5.080 -8.490
C -14.921 -2.872 -8.810
C -14.307 -1.956 -9.617
C -13.715 -2.388 -10.943
O -13.079 -1.501 -11.632
O -14.281 -0.688 -9.374
O -15.338 -5.573 -11.219
H -13.707 -3.896 -12.435
H -15.478 -2.553 -7.938
C -18.507 -0.108 -11.402
C -17.195 0.100 -11.705
C -16.563 -0.638 -12.887
O -15.333 -0.300 -13.109
C -17.231 -1.666 -13.483
C -18.592 -1.941 -13.149
C -19.288 -1.102 -12.074
O -20.442 -1.312 -11.739
O -19.194 -2.872 -13.662
O -16.374 0.836 -11.034
H -18.977 0.501 -10.641
H -16.706 -2.271 -14.208

Values from the calculation:
M	328.2	g mol⁻¹
energy relative to the best compared isomer or geometry (same formula, charge and spin)	62.3	kJ/mol
spin multiplicity	5
total charge	-2
frontier orbital gap (spin up / spin down)	6.35 / 6.13	eV



Formula: C12H50NO13
Source: OMol25
Level of theory: wB97M-V/def2-TZVPD

Element x y z (Å)
C 27.969 -3.643 -17.386
C 27.427 -5.092 -17.412
O 26.631 -5.496 -18.450
H 28.789 -3.505 -18.101
H 28.357 -3.384 -16.396
H 27.168 -2.997 -17.775
H 27.022 -5.325 -16.404
H 28.346 -5.714 -17.509
C 25.470 -1.301 -19.770
C 25.891 -0.741 -21.129
O 25.913 -1.824 -22.076
H 25.983 -0.758 -18.965
H 25.653 -2.353 -19.557
H 24.413 -1.083 -19.609
H 26.896 -0.311 -21.070
H 25.215 0.070 -21.409
H 26.800 -1.794 -22.434
C 30.378 -4.966 -14.444
C 31.732 -5.617 -14.398
O 31.808 -6.306 -13.143
H 30.160 -4.526 -15.422
H 30.217 -4.232 -13.657
H 29.556 -5.680 -14.340
H 32.536 -4.884 -14.535
H 31.810 -6.402 -15.163
H 32.740 -6.442 -12.940
C 29.172 -8.286 -16.036
C 29.728 -9.207 -14.980
O 28.686 -9.790 -14.194
H 28.651 -7.435 -15.605
H 28.534 -8.849 -16.726
H 29.936 -7.930 -16.734
H 30.407 -8.649 -14.330
H 30.296 -10.066 -15.360
H 27.965 -10.051 -14.772
C 30.982 -1.403 -15.905
C 31.172 -0.706 -14.562
C 30.406 0.574 -14.353
O 30.796 1.068 -13.042
C 29.805 1.958 -12.566
N 30.775 -1.682 -13.504
H 29.921 -1.370 -16.162
H 31.311 -2.436 -15.974
H 31.476 -0.807 -16.682
H 32.213 -0.442 -14.321
H 29.330 0.446 -14.486
H 30.793 1.369 -15.000
H 30.135 2.316 -11.590
H 28.843 1.461 -12.394
H 29.624 2.776 -13.270
H 30.782 -1.099 -12.670
H 31.469 -2.415 -13.485
O 24.096 -4.113 -18.069
H 23.415 -4.710 -17.746
H 24.925 -4.437 -17.673
O 26.581 -4.628 -13.709
H 27.374 -4.553 -14.259
H 26.599 -3.853 -13.139
O 29.292 -6.365 -20.168
H 29.510 -5.486 -19.836
H 30.083 -6.645 -20.641
O 27.906 -3.858 -20.966
H 28.076 -3.466 -20.100
H 28.213 -3.202 -21.601
O 27.510 -0.713 -15.707
H 27.296 -1.254 -14.940
H 27.381 -1.307 -16.461
O 30.887 -3.536 -19.692
H 30.398 -2.759 -19.980
H 31.746 -3.198 -19.416
O 25.481 -6.926 -15.041
H 25.646 -6.093 -14.573
H 25.761 -6.747 -15.949
O 26.649 -8.433 -19.074
H 26.545 -7.804 -18.339
H 26.306 -9.275 -18.754

Values from the calculation:
M	416.5	g mol⁻¹
spin multiplicity	1
total charge	-1
frontier orbital gap	5.38	eV



Formula: C12H54O15
Source: OMol25
Level of theory: wB97M-V/def2-TZVPD

Element x y z (Å)
O -2.266 4.739 -5.744
H -2.772 4.346 -5.033
H -2.911 5.225 -6.258
O -2.975 -5.478 -3.040
H -3.463 -5.982 -3.691
H -2.062 -5.543 -3.320
O 5.508 -1.765 -2.506
H 6.428 -1.646 -2.271
H 5.276 -0.967 -2.981
O 5.199 3.288 2.411
H 4.511 2.625 2.358
H 4.731 4.122 2.383
O 0.378 6.627 -2.241
H 0.049 6.044 -2.925
H -0.208 7.384 -2.269
O 2.046 -3.201 3.867
H 2.829 -3.504 3.407
H 1.367 -3.176 3.193
O -5.881 2.061 -3.273
H -5.589 1.299 -3.774
H -6.496 1.704 -2.632
O 4.955 2.726 -4.108
H 5.309 3.333 -3.457
H 4.351 3.256 -4.627
O 5.965 -3.922 1.347
H 5.763 -3.519 0.503
H 6.542 -4.655 1.132
C 1.414 -8.401 -3.324
C 2.353 -7.188 -3.389
O 1.636 -5.919 -3.306
H 0.923 -8.422 -4.297
H 0.614 -8.307 -2.590
H 2.017 -9.306 -3.248
H 3.152 -7.356 -4.111
H 2.926 -7.214 -2.462
H 2.233 -5.230 -3.606
C -3.036 0.253 -8.545
C -2.529 -0.629 -7.429
O -3.585 -1.025 -6.582
H -3.490 1.116 -8.059
H -3.839 -0.308 -9.024
H -2.250 0.595 -9.218
H -1.868 -0.071 -6.765
H -1.944 -1.510 -7.695
H -3.264 -1.681 -5.959
C -0.545 1.568 0.431
C 0.395 0.857 -0.627
O 1.504 0.551 0.105
H -0.640 0.904 1.289
H -1.522 1.739 -0.023
H -0.127 2.530 0.727
H 0.619 1.580 -1.412
H -0.036 -0.096 -0.931
H 2.072 0.124 -0.540
C 2.793 8.030 4.629
C 1.979 8.026 3.366
O 2.934 7.618 2.393
H 3.132 7.014 4.828
H 2.207 8.440 5.452
H 3.705 8.608 4.483
H 1.787 9.090 3.227
H 1.024 7.503 3.312
H 2.484 7.717 1.551
C -0.374 1.887 8.065
C -1.601 1.908 8.851
O -1.294 1.607 10.185
H 0.136 0.937 8.224
H 0.196 2.717 8.484
H -0.518 2.150 7.018
H -2.443 1.299 8.523
H -1.915 2.946 8.746
H -2.146 1.354 10.548
C -5.501 -5.193 3.920
C -4.137 -4.451 3.710
O -3.363 -5.060 2.719
H -6.043 -4.648 4.693
H -5.283 -6.219 4.219
H -6.044 -5.113 2.978
H -3.478 -4.586 4.568
H -4.356 -3.389 3.599
H -3.646 -4.771 1.848

Values from the calculation:
M	438.5	g mol⁻¹
energy relative to the best compared isomer or geometry (same formula, charge and spin)	350.4	kJ/mol
spin multiplicity	1
frontier orbital gap	10.02	eV



Formula: C12H55N3O14
Source: OMol25
Level of theory: wB97M-V/def2-TZVPD

Element x y z (Å)
C 1.300 3.894 1.874
C 0.280 3.284 0.869
C 0.965 2.967 -0.525
O 1.673 4.113 -0.941
C 2.292 3.906 -2.140
N -0.173 2.064 1.572
H 1.670 4.908 1.724
H 2.215 3.302 1.895
H 0.905 4.119 2.865
H -0.633 3.850 0.681
H 0.143 2.802 -1.222
H 1.537 2.061 -0.326
H 2.852 4.774 -2.490
H 1.458 3.894 -2.841
H 2.936 3.035 -2.259
H 0.573 1.419 1.791
H -0.608 2.264 2.461
C 0.713 -4.585 1.784
C 2.214 -4.743 2.154
C 3.013 -3.358 1.913
O 3.677 -3.268 0.576
C 3.555 -1.980 -0.064
N 2.148 -5.044 3.606
H 0.322 -3.791 2.420
H -0.013 -5.348 2.063
H 0.567 -4.345 0.731
H 2.530 -5.675 1.687
H 3.750 -3.199 2.701
H 2.412 -2.473 2.121
H 2.564 -1.586 0.162
H 3.633 -2.068 -1.147
H 4.359 -1.348 0.315
H 2.954 -5.630 3.770
H 1.371 -5.599 3.934
C -1.584 -0.587 -2.394
C -1.263 0.288 -1.179
C 0.205 0.283 -0.717
O 0.708 -0.974 -0.180
C 1.483 -0.971 1.021
N -1.742 1.618 -1.295
H -0.931 -0.195 -3.172
H -2.624 -0.621 -2.718
H -1.328 -1.646 -2.350
H -1.785 -0.175 -0.341
H 0.151 0.998 0.104
H 1.013 0.662 -1.343
H 1.005 -0.272 1.707
H 2.390 -0.466 0.688
H 1.727 -1.854 1.611
H -1.893 1.886 -0.333
H -2.601 1.640 -1.826
O -1.069 -2.399 0.003
H -1.408 -2.457 0.896
H -0.722 -1.509 -0.065
O -1.390 -0.245 1.674
H -2.141 0.345 1.617
H -0.641 0.293 1.419
O -3.480 0.125 -3.451
H -4.409 0.358 -3.465
H -3.460 -0.762 -3.093
O 0.836 -1.480 2.954
H 0.539 -0.999 3.726
H 1.716 -1.144 2.786
O -3.741 1.850 -0.401
H -4.140 2.672 -0.118
H -3.049 1.685 0.241
O -1.450 -2.374 -3.745
H -0.605 -2.663 -3.400
H -1.494 -2.755 -4.622
O -3.237 -1.947 -3.099
H -2.465 -1.967 -3.665
H -2.978 -2.443 -2.323
O 1.975 1.172 1.962
H 1.723 1.770 2.666
H 2.215 1.746 1.235
O -3.413 2.042 -2.813
H -3.443 1.182 -3.230
H -3.458 1.856 -1.875
O -1.774 1.739 0.758
H -0.883 2.086 0.717
H -2.205 2.264 1.433
O -1.257 3.359 -1.601
H -1.482 3.906 -0.849
H -1.292 2.463 -1.266

Values from the calculation:
M	465.6	g mol⁻¹
energy relative to the best compared isomer or geometry (same formula, charge and spin)	3946.7	kJ/mol
spin multiplicity	1
frontier orbital gap	6.19	eV



Formula: C12H5Cl17O3S
Source: OMol25
Level of theory: wB97M-V/def2-TZVPD

Element x y z (Å)
O 4.531 1.518 0.297
C 3.694 1.196 -0.575
Cl 3.834 -0.450 -1.414
C 2.449 2.125 -1.017
C 1.103 1.312 -0.696
C 0.941 0.691 0.588
C -0.444 -0.129 0.763
O -1.157 -0.097 1.804
C -0.885 -0.977 -0.547
S -1.577 -2.698 -0.450
C -0.728 -0.349 -1.828
C -0.072 1.131 -1.796
O -0.450 2.080 -2.524
H 2.482 2.265 -2.158
H 2.517 3.134 -0.483
H 1.738 0.747 1.400
H -0.504 -3.533 -0.817
H -1.021 -0.876 -2.808
Cl 0.403 -1.073 5.011
C -0.289 -2.660 4.613
Cl -1.921 -2.785 5.303
Cl -0.377 -2.842 2.849
Cl 0.741 -3.942 5.290
Cl 1.988 -5.446 -0.108
C 2.858 -3.976 0.382
Cl 4.477 -3.973 -0.349
Cl 1.958 -2.545 -0.167
Cl 3.007 -3.938 2.152
Cl -2.341 0.910 -4.448
C -3.313 2.080 -5.365
Cl -3.868 3.369 -4.277
Cl -2.324 2.784 -6.662
Cl -4.720 1.257 -6.074
Cl -1.584 2.868 1.357
C -2.546 3.138 2.823
Cl -2.348 1.754 3.918
Cl -1.993 4.620 3.632
Cl -4.259 3.308 2.384

Values from the calculation:
M	831.9	g mol⁻¹
energy relative to the best compared isomer or geometry (same formula, charge and spin)	0.0	kJ/mol
spin multiplicity	1
frontier orbital gap	8.23	eV
SMILES string	O=C(Cl)CC1=CC(=O)C(S)=CC1=O.ClC(Cl)(Cl)Cl.ClC(Cl)(Cl)Cl.ClC(Cl)(Cl)Cl.ClC(Cl)(Cl)Cl



Formula: C12H6Br4N2O7SeW
Source: OMol25
Level of theory: wB97M-V/def2-TZVPD

Element x y z (Å)
W 0.520 -0.694 -0.809
Br 3.090 4.682 2.518
C 2.011 3.203 2.074
C 1.339 2.489 3.062
Br 1.472 2.988 4.873
C 0.563 1.384 2.712
Br -0.329 0.298 3.970
C 0.442 1.020 1.390
O -0.132 -0.120 0.946
C 1.106 1.740 0.403
O 1.035 1.189 -0.835
C 1.899 2.815 0.737
Br 2.823 3.670 -0.665
O 2.686 -0.438 0.746
Se 2.842 -1.758 -0.202
O 1.284 -2.444 0.035
O 2.341 -1.081 -1.698
O 4.101 -2.740 -0.193
N -4.059 -1.378 0.152
C -3.292 -0.374 -0.327
O -3.541 0.800 -0.235
C -2.012 -0.826 -1.051
C -1.361 0.135 -1.787
C -0.351 -0.268 -2.768
N -0.038 -1.586 -2.861
C -0.488 -2.436 -1.966
C -1.401 -2.063 -0.898
H -4.960 -1.115 0.521
H -3.949 -2.323 -0.173
H -1.760 1.137 -1.824
H 0.015 0.373 -3.551
H -0.117 -3.447 -2.051
H -1.779 -2.830 -0.242

Values from the calculation:
M	872.6	g mol⁻¹
energy relative to the best compared isomer or geometry (same formula, charge and spin)	562.7	kJ/mol
spin multiplicity	1
frontier orbital gap	6.40	eV